Density functional theory data (wB97M-V/def2-TZVPD) for one molecule with the formula C4H4N4 in a non-equilibrium geometry.

Results
* gap between HOMO and LUMO: 0.337 hartree
* highest occupied orbital energy: -9.06 eV
* molar mass: 108.104 g/mol
* energy above the lowest of the compared OMol25 structures with the same formula, charge and spin: 281.37 kJ/mol
* SMILES string: c1nc2c([nH]1)N=NC2
* LUMO level: 0.0973 eV
* total energy: -10169.922 eV

Each line ends with the Löwdin charge.
Element x y z (Å)
C -1.384 -1.252 -0.581  -0.226
N -0.256 -1.523 -0.067  0.074
C 0.527 -0.401 0.031  -0.221
C -0.257 0.656 -0.426  -0.242
N -1.524 0.103 -0.738  0.092
N 0.285 1.877 0.016  0.056
N 1.447 1.673 0.559  -0.017
C 1.591 0.287 0.772  -0.219
H -2.084 -1.988 -1.061  0.141
H -2.478 0.458 -1.151  0.200
H 1.386 0.294 1.950  0.180
H 2.746 -0.184 0.697  0.180

Density functional theory data (wB97M-V/def2-TZVPD) for one molecule with the formula C5H3N in a non-equilibrium geometry.

Results
* gap between HOMO and LUMO: 0.348 hartree
* highest occupied orbital energy: -9.86 eV
* molar mass: 77.086 g/mol
* energy above the lowest of the compared OMol25 structures with the same formula, charge and spin: 50.91 kJ/mol
* SMILES string: C#CC(=C)C#N
* LUMO level: -0.3837 eV
* total energy: -6720.196 eV

Each line ends with the Löwdin charge.
Element x y z (Å)
C -2.145 -0.250 -0.799  0.144
C -1.122 -0.056 -0.175  -0.110
C 0.257 0.191 0.119  -0.324
C 0.945 -0.626 1.018  0.106
C 1.067 1.116 -0.628  -0.205
N 1.628 1.841 -1.325  0.166
H -3.179 -0.453 -1.057  0.045
H 0.493 -1.353 1.710  0.080
H 2.056 -0.411 1.137  0.097

Density functional theory data (wB97M-V/def2-TZVPD) for C29H33IN5O6S2Sn as an isolated structure.

Results
* gap between HOMO and LUMO: 0.249 hartree
* highest occupied orbital energy: -4.59 eV
* molar mass: 857.361 g/mol
* energy above the lowest of the compared OMol25 structures with the same formula, charge and spin: 83.57 kJ/mol
* charge: -1
* LUMO level: 2.2018 eV
* total energy: -85951.315 eV

Each line ends with the Löwdin charge.
Element x y z (Å)
Sn -0.207 0.483 -0.041  1.277
C 1.103 3.362 5.055  -0.442
S -0.628 3.166 4.586  0.783
C -0.536 1.776 3.454  -1.069
S 0.751 1.733 2.308  0.591
N -1.474 0.918 3.665  -0.091
N -1.608 -0.039 2.672  -0.022
C -1.828 -1.209 3.108  -0.102
C -2.235 -2.308 2.212  -0.272
C -2.525 -3.552 2.770  -0.039
C -3.017 -4.556 1.955  -0.076
C -3.217 -4.282 0.613  -0.076
C -2.883 -3.016 0.147  -0.147
N -2.392 -2.053 0.912  0.135
H 1.172 4.298 5.608  0.023
H 1.426 2.538 5.690  0.032
H 1.730 3.415 4.168  -0.007
H -1.798 -1.420 4.179  0.121
H -2.371 -3.712 3.830  0.111
H -3.246 -5.533 2.363  0.103
H -3.607 -5.028 -0.067  0.099
H -3.009 -2.770 -0.901  0.092
O -2.571 -2.464 -4.364  0.085
C -2.012 -1.583 -3.490  -0.464
O -2.641 -1.087 -2.601  0.107
C -0.562 -1.338 -3.782  -0.203
C 0.105 -2.055 -4.761  -0.002
C 1.448 -1.768 -4.974  -0.042
C 2.043 -0.771 -4.231  0.015
C 1.286 -0.107 -3.264  -0.161
N 0.018 -0.400 -3.035  0.171
C 1.946 1.020 -2.472  -0.586
O 2.943 1.517 -2.981  0.042
O 1.438 1.358 -1.347  -0.237
H -3.492 -2.552 -4.079  0.122
H -0.414 -2.806 -5.336  0.111
H 2.012 -2.314 -5.719  0.106
H 3.075 -0.482 -4.361  0.118
N 1.230 4.007 -0.294  0.166
C -0.057 4.029 0.078  -0.705
O -0.902 3.248 -0.346  -0.076
C -0.486 5.013 1.146  -0.561
I 0.413 6.952 1.060  0.732
H 1.550 3.202 -0.834  0.080
H 1.900 4.580 0.188  0.063
H -0.230 4.599 2.121  -0.004
H -1.557 5.154 1.078  0.051
C 0.989 -5.198 0.428  -0.071
C 0.337 -3.805 0.423  -0.351
C 0.429 -3.272 -1.006  -0.076
C 0.964 -2.956 1.532  -0.121
C 0.942 -3.492 2.817  -0.089
C 1.600 -2.890 3.877  -0.106
C 2.401 -1.793 3.606  -0.072
C 2.461 -1.214 2.345  -0.157
C 3.565 -0.183 2.128  -0.383
C 3.594 0.584 0.810  -0.095
C 4.918 -0.904 2.274  -0.078
C 1.579 -1.687 1.343  -0.294
O 1.315 -0.949 0.272  -0.359
H 0.532 -5.834 -0.336  0.070
H 0.896 -5.704 1.387  0.061
H 2.055 -5.108 0.203  0.086
H -0.720 -3.943 0.659  0.085
H 1.469 -3.097 -1.290  0.092
H -0.102 -2.336 -1.145  0.030
H 0.007 -4.019 -1.688  0.079
H 0.375 -4.401 2.994  0.099
H 1.529 -3.295 4.879  0.087
H 3.011 -1.366 4.397  0.109
H 3.488 0.543 2.944  0.116
H 3.637 -0.088 -0.048  0.086
H 4.486 1.217 0.795  0.081
H 2.732 1.229 0.663  0.001
H 5.035 -1.637 1.472  0.084
H 5.002 -1.434 3.223  0.062
H 5.742 -0.189 2.204  0.070

- The highest molar mass belongs to which entry?
  C29H33IN5O6S2Sn

- Which formula does entry 2 have?
  C5H3N